The following is a DFT calculation (wB97M-V/def2-TZVPD) of C4H6O2 in the gas phase.

The relative energy (zero: lowest compared OMol25 entry of this formula, charge and spin) comes out at 1.053 eV. Its spin multiplicity is 1. Its SMILES is CC(C=O)C=O. The calculation puts the LUMO energy at 0.3 eV. Its HOMO-LUMO gap is 10.4 eV. The net charge is 0. For the HOMO energy, the calculation gives -0.372 hartree.

Last columns: bonded neighbours and bond lengths (Å).
Element x y z (Å)
1 O 0.09270 -1.47087 1.66517  C6 1.206
2 O 1.50343 1.96494 -0.58486  C3 1.204
3 C 0.61496 1.35888 -0.04269  O2 1.204, C5 1.523, H10 1.112
4 C -1.22054 -0.28077 -0.47911  C5 1.525, H7 1.095, H8 1.094, H11 1.093
5 C 0.28401 -0.10375 -0.30855  C3 1.523, C4 1.525, C6 1.523, H9 1.097
6 C 0.80814 -0.93117 0.85792  O1 1.206, C5 1.523, H12 1.109
7 H -1.58975 0.30144 -1.32924  C4 1.095
8 H -1.74429 0.04216 0.42556  C4 1.094
9 H 0.85006 -0.38988 -1.20349  C5 1.097
10 H -0.04416 1.84613 0.70849  C3 1.112
11 H -1.46670 -1.33345 -0.64080  C4 1.093
12 H 1.91215 -1.00364 0.93158  C6 1.109

The following is a DFT calculation (wB97M-V/def2-TZVPD) of C4H6O2 in the gas phase.

The relative energy (zero: lowest compared OMol25 entry of this formula, charge and spin) comes out at 2.076 eV. Its spin multiplicity is 1. Its SMILES is O=CC[C@H]1CO1. The calculation puts the LUMO energy at 1.0 eV. Its HOMO-LUMO gap is 10.9 eV. The net charge is 0. For the HOMO energy, the calculation gives -0.367 hartree.

Last columns: bonded neighbours and bond lengths (Å).
Element x y z (Å)
1 O 2.01451 0.15902 1.48905  C5 1.211
2 O -1.57486 -0.95587 -0.36875  C3 1.412, C6 1.420
3 C -0.57645 -0.28380 0.37049  O2 1.412, C4 1.506, C6 1.463, H9 1.092
4 C 0.66212 -0.15893 -0.47779  C3 1.506, C5 1.511, H7 1.103, H8 1.087
5 C 1.93690 0.12975 0.28099  O1 1.211, C4 1.511, H10 1.115
6 C -1.81140 0.39880 -0.01517  O2 1.420, C3 1.463, H11 1.093, H12 1.088
7 H 0.53830 0.54843 -1.31543  C4 1.103
8 H 0.73874 -1.15271 -0.91163  C4 1.087
9 H -0.43846 -0.61354 1.40255  C3 1.092
10 H 2.83468 0.28527 -0.36148  C5 1.115
11 H -1.74754 1.13009 -0.82536  C6 1.093
12 H -2.59485 0.52302 0.72914  C6 1.088

The following is a DFT calculation (wB97M-V/def2-TZVPD) of C4H6O2 in the gas phase at a distorted geometry.

The relative energy (zero: lowest compared OMol25 entry of this formula, charge and spin) comes out at 2.237 eV. Its spin multiplicity is 1. Its SMILES is O=CCCC=O. The calculation puts the LUMO energy at 0.8 eV. Its HOMO-LUMO gap is 10.9 eV. The net charge is 0. For the HOMO energy, the calculation gives -0.372 hartree.

Last columns: bonded neighbours and bond lengths (Å).
Element x y z (Å)
1 O -0.19168 2.00580 -0.46603  C4 1.210
2 O -2.17056 -1.51621 0.06167  C5 1.207
3 C 1.30844 0.25291 0.03628  C4 1.467, C6 1.652, H9 1.098, H12 1.110
4 C 0.39008 1.00679 -0.82351  O1 1.210, C3 1.467, H7 1.107
5 C -1.50237 -0.51192 0.09753  O2 1.207, C6 1.596, H11 1.109
6 C 0.00958 -0.59795 0.60169  C3 1.652, C5 1.596, H8 1.091, H10 1.086
7 H 0.09602 0.39887 -1.70125  C4 1.107
8 H -0.10232 -0.35245 1.65925  C6 1.091
9 H 1.99647 -0.44216 -0.46258  C3 1.098
10 H 0.21726 -1.65374 0.45136  C6 1.086
11 H -1.97513 0.47029 -0.10744  C5 1.109
12 H 1.92421 0.93978 0.65303  C3 1.110

The following is a DFT calculation (wB97M-V/def2-TZVPD) of 2 unconnected molecules or ions with the total composition C4H6O2.

The relative energy (zero: lowest compared OMol25 entry of this formula, charge and spin) comes out at 5.520 eV. Its spin multiplicity is 1. The calculation puts the LUMO energy at 0.3 eV. Its HOMO-LUMO gap is 9.3 eV. The net charge is 0. For the HOMO energy, the calculation gives -0.329 hartree.

Last columns: bonded neighbours and bond lengths (Å).
Element x y z (Å)
1 O 1.86267 -1.34966 0.62805  C5 1.311, H12 0.976
2 O -2.25560 2.17014 0.16377  C6 1.198
3 C -1.10784 -0.12066 0.25859  C4 1.567, C6 1.466, H7 1.089, H11 1.088
4 C -0.03987 0.93542 -0.18666  C3 1.567, C6 1.471, H8 1.090, H9 1.089
5 C 0.98437 -1.84952 -0.20679  O1 1.311, H10 1.124
6 C -1.43144 1.30260 0.11664  O2 1.198, C3 1.466, C4 1.471
7 H -0.99700 -0.53384 1.25957  C3 1.089
8 H 0.28313 0.95821 -1.22716  C4 1.090
9 H 0.73527 1.18104 0.53823  C4 1.089
10 H 1.07367 -1.25859 -1.15892  C5 1.124
11 H -1.49272 -0.83415 -0.46761  C3 1.088
12 H 2.38536 -0.60098 0.28228  O1 0.976